Entry from the Open Molecules 2025 dataset: 2 unconnected molecules or ions with the total composition C3H6N2S at a distorted geometry (the ωB97M-V functional and the def2-TZVPD basis).

Properties
maximum force = 3.53 eV Å⁻¹
HOMO (spin up / spin down) = -7.79 / -7.39 eV
energy relative to the best compared isomer or geometry (same formula, charge and spin) = 545.6 kJ/mol
M = 102.162 g mol⁻¹
energy = -17018.3867 eV

The geometry in XYZ format:
```
12
Properties=species:S:1:pos:R:3:forces:R:3:lowdin_charge:R:1
S -1.774 -2.887 0.414 0.3 1.3 0.9 0.676
N 1.763 0.670 -0.605 -1.8 1.9 1.5 0.047
N -0.881 2.304 1.306 -2.3 0.1 0.2 0.152
C -0.567 -2.101 -0.539 0.7 -3.2 -1.4 -0.467
C -0.013 1.952 0.562 1.9 0.2 -0.9 -0.156
C 1.262 1.749 0.095 1.8 -1.0 -0.2 -0.266
H 1.971 2.560 0.490 -1.1 -0.9 -0.7 0.128
H -1.934 -3.992 -0.206 -0.1 -1.8 -0.9 -0.198
H -1.782 2.717 0.960 1.2 -0.3 0.3 0.108
H 0.024 -2.618 -1.396 -1.3 1.1 1.9 0.052
H -0.836 -1.113 -0.544 0.3 2.5 -0.4 -0.088
H 2.767 0.760 -0.537 0.4 0.1 -0.3 0.013
```
Positions in Å, forces in eV/Å.